# 1
This record from the Open Molecules 2025 dataset describes a structure of composition C16H10ClN4NaO7S. The level of theory is ωB97M-V/def2-TZVPD.

Output
* ΔE to the lowest compared entry with this formula, charge and spin: 0.000 eV
* E: -2382.04334 Ha
* Kohn-Sham gap: 6.5926 eV
* HOMO energy: -2.6843 eV
* net charge: -2
* multiplicity: 1

Structure (XYZ):
```
40
Properties=species:S:1:pos:R:3:forces:R:3:lowdin_charge:R:1
Na 0.16987 -1.57953 -0.91725 0.0 0.1 -0.1 0.23
O -1.79423 4.80959 2.35882 0.0 0.0 0.0 -0.07
C -0.94958 4.01514 2.81913 -0.1 -0.1 0.1 -0.70
O -0.31116 4.05429 3.88859 0.0 0.0 0.0 -0.06
C -0.66998 2.77356 1.93327 0.0 0.0 0.0 -0.09
C -1.30932 2.61445 0.71272 0.0 0.0 0.0 0.04
C -1.01566 1.50613 -0.07245 0.0 0.0 0.0 -0.19
N -0.15428 0.56825 0.31473 0.0 0.0 0.0 0.16
C 0.45387 0.70377 1.48945 0.0 0.0 0.0 -0.19
C 0.23137 1.79550 2.32303 0.0 0.0 0.0 0.05
C 1.39091 -0.39935 1.85522 0.0 0.0 0.0 -0.22
C 1.62402 -0.73084 3.18640 0.0 0.0 0.0 -0.02
C 2.45711 -1.79883 3.47155 0.0 0.0 0.0 -0.08
C 3.03369 -2.50022 2.42754 0.0 0.0 0.0 -0.07
C 2.74230 -2.09995 1.13199 0.0 0.0 0.0 -0.13
N 1.94820 -1.07491 0.84822 0.0 0.0 0.0 0.11
C -1.62358 1.29170 -1.42184 0.0 0.0 0.0 -0.19
C -2.29500 2.31342 -2.09261 0.0 0.0 0.0 -0.02
C -2.79524 2.06897 -3.35860 0.0 0.0 0.0 -0.08
C -2.60585 0.82103 -3.93032 0.0 0.0 0.0 -0.07
C -1.92304 -0.13553 -3.19461 0.0 0.0 0.0 -0.11
N -1.45584 0.08724 -1.97144 0.0 0.0 0.0 0.12
H -2.02159 3.37414 0.42349 0.0 0.0 0.0 0.10
H 0.74815 1.92479 3.26420 0.0 0.0 0.0 0.11
H 1.12845 -0.18534 3.97716 0.0 0.0 0.0 0.11
H 2.62921 -2.09614 4.49870 0.0 0.0 0.0 0.10
H 3.66511 -3.36021 2.60385 0.0 0.0 0.0 0.10
H 3.14677 -2.63318 0.27843 0.0 0.0 0.0 0.11
H -2.40345 3.28628 -1.63582 0.0 0.0 0.0 0.10
H -3.31398 2.85183 -3.89915 0.0 0.0 0.0 0.10
H -2.96128 0.59261 -4.92615 0.0 0.0 0.0 0.09
H -1.71835 -1.11979 -3.60118 0.0 0.0 0.0 0.10
O 2.61765 -2.73596 -2.93332 0.0 0.0 0.0 -0.36
Cl 1.54845 -2.04388 -3.60842 0.1 0.0 0.0 0.64
O 1.71436 -2.14163 -5.03634 0.0 0.0 0.0 -0.37
O 1.53519 -0.65442 -3.19995 0.0 -0.1 0.0 -0.36
O 0.27709 -2.63907 -3.22020 0.0 0.0 0.0 -0.38
O -0.56143 -4.76069 2.67940 0.0 0.0 0.0 -0.68
S -0.82289 -3.49280 1.95106 0.0 0.0 0.0 0.53
N -0.35607 -3.27041 0.58268 0.0 0.0 0.1 -0.47
```
Forces are in eV/Å.


# 2
This record from the Open Molecules 2025 dataset describes an isolated molecule of C16H10F7NO at a distorted geometry. The level of theory is ωB97M-V/def2-TZVPD.

Output
* ΔE to the lowest compared entry with this formula, charge and spin: 0.000 eV
* E: -1444.68281 Ha
* Kohn-Sham gap: 8.8862 eV
* HOMO energy: -9.3809 eV
* net charge: 0
* multiplicity: 1

Structure (XYZ):
```
35
Properties=species:S:1:pos:R:3:forces:R:3:lowdin_charge:R:1
C 1.02410 -2.18840 -1.30660 0.7 -1.3 -1.0 -0.07
N 0.11824 -1.17721 -0.81386 -1.2 0.5 1.1 -0.08
C -1.00017 -1.21965 -1.65652 -2.0 1.3 -2.1 -0.29
C -2.52234 -1.54298 -1.14368 1.4 0.7 0.8 -0.46
F -3.05378 -2.43037 -1.99561 -0.1 0.7 0.9 0.15
F -2.66931 -1.99473 0.15516 0.2 0.5 -1.9 0.10
F -3.15322 -0.32945 -1.22889 0.0 -1.4 0.1 0.12
O -1.05139 -0.98206 -2.86414 0.9 -0.6 2.5 0.14
H 0.46351 -3.18391 -1.29811 1.1 1.1 0.3 0.12
H 1.18331 -1.98321 -2.37910 0.5 -0.2 0.2 0.09
H 2.03799 -2.25758 -0.79315 -1.6 0.1 -0.3 0.11
F -2.94724 3.24573 0.31471 1.8 -0.2 -0.5 0.03
C -1.73633 2.92080 -0.29774 -1.6 0.8 -0.8 -0.22
C -1.46827 3.54766 -1.52130 1.5 -0.4 0.1 0.09
C -0.23700 3.18233 -2.13122 -1.6 1.1 -0.8 -0.22
F 0.12005 3.82310 -3.30526 -0.3 -0.6 1.4 0.04
C 0.53083 2.14304 -1.68697 0.2 -1.0 1.0 0.05
C 0.12267 1.39728 -0.54584 -1.5 3.1 -0.3 -0.14
C 0.85072 0.18240 -0.26480 -0.3 -3.7 -1.4 -0.14
C 1.09906 -0.24314 1.13717 0.7 -0.2 0.8 -0.16
C 2.39499 -0.67513 1.49537 -0.8 0.4 -0.5 0.03
C 2.52457 -1.35310 2.68461 0.5 -0.9 1.2 -0.22
F 3.75122 -1.94638 2.98503 -1.5 0.9 -0.3 0.03
C 1.46618 -1.53065 3.58802 0.1 0.2 -0.2 0.08
C 0.21656 -1.00315 3.21695 0.0 -0.7 1.1 -0.21
F -0.84793 -1.18432 4.08977 1.3 0.3 -1.1 0.04
C -0.00150 -0.39742 2.00292 0.5 0.1 0.0 0.03
C -0.96899 1.91811 0.23977 1.3 -0.8 -0.6 0.06
H -2.09909 4.33074 -1.93995 0.1 -0.3 0.2 0.13
H 1.49677 1.91477 -2.14096 -0.5 -0.1 -0.2 0.14
H 1.65191 -0.00819 -0.99105 0.7 1.2 0.9 0.14
H 3.25085 -0.47843 0.84218 -0.4 -0.3 0.2 0.14
H 1.61840 -2.03740 4.55219 -0.1 0.2 -0.6 0.14
H -1.00219 -0.06319 1.74208 0.3 -0.6 0.1 0.11
H -1.16319 1.60409 1.25881 -0.2 -0.1 -0.5 0.11
```
Forces are in eV/Å.


# 3
This record from the Open Molecules 2025 dataset describes a structure of composition C16H10N3O5S2Sn at a distorted geometry. The level of theory is ωB97M-V/def2-TZVPD.

Output
* E: -2166.62337 Ha
* Kohn-Sham gap (alpha / beta): 5.8034 / 7.3794 eV
* HOMO energy (alpha / beta): -12.0112 / -12.0382 eV
* net charge: +1
* multiplicity: 1

Structure (XYZ):
```
37
Properties=species:S:1:pos:R:3:forces:R:3:lowdin_charge:R:1
Sn -0.79653 -0.01089 0.01165 0.4 1.2 1.1 1.23
O 7.16100 -0.57126 1.07290 0.1 0.1 -0.2 0.20
C 7.16634 0.25003 0.25298 -0.1 0.0 0.0 -0.43
O 7.13641 1.07564 -0.56223 0.1 -0.2 0.1 0.20
C 4.19347 0.17422 0.21737 0.1 -0.1 -0.1 0.12
C 3.58454 -0.61332 1.15123 -0.1 0.2 0.0 0.03
C 2.20259 -0.44803 1.22438 0.1 0.0 0.0 -0.18
N 1.55649 0.40148 0.42288 0.0 -0.1 -0.1 0.05
C 2.21304 1.16809 -0.44968 0.1 0.0 -0.1 -0.18
C 3.59447 1.07747 -0.61231 -0.1 0.0 0.2 0.03
C 1.37015 2.10071 -1.23038 0.0 -0.1 0.0 -0.20
C 1.86683 3.18614 -1.92369 0.0 0.1 -0.1 0.02
C 0.97860 3.99531 -2.62058 0.0 0.0 0.0 -0.01
C -0.37496 3.71235 -2.58045 0.1 0.0 0.0 0.00
C -0.80034 2.61758 -1.84818 0.0 0.1 0.0 -0.08
N 0.06358 1.83879 -1.19152 -0.6 -0.2 -0.4 -0.02
C 1.34620 -1.20267 2.16642 0.0 0.0 -0.1 -0.20
C 1.83271 -1.95286 3.21838 0.0 -0.1 0.1 0.02
C 0.93267 -2.64457 4.01902 0.0 0.0 0.0 -0.01
C -0.42322 -2.54283 3.76352 0.1 0.0 0.0 0.00
C -0.83748 -1.75591 2.70339 0.0 0.1 0.1 -0.08
N 0.03666 -1.10174 1.93335 -0.6 -0.5 -0.3 -0.02
H 4.11295 -1.31983 1.77593 0.0 0.0 0.0 0.12
H 4.12320 1.66574 -1.34920 0.1 0.0 0.1 0.12
H 2.92178 3.41891 -1.91485 0.0 0.0 0.0 0.12
H 1.34970 4.83889 -3.18761 0.0 0.0 0.0 0.13
H -1.09480 4.32540 -3.10325 0.0 0.0 0.0 0.13
H -1.84618 2.35254 -1.76979 0.1 0.0 0.0 0.10
H 2.89130 -2.00149 3.42860 0.0 0.0 0.0 0.12
H 1.29754 -3.25998 4.83051 0.0 0.0 0.0 0.13
H -1.15236 -3.06336 4.36746 0.0 0.0 0.0 0.13
H -1.88362 -1.63474 2.45459 0.0 0.0 0.0 0.10
O -2.91982 -0.88819 0.78228 -0.1 -0.3 -0.5 -0.49
S -3.40144 0.47637 0.41854 0.3 0.7 0.6 0.17
O -2.89305 0.76581 -0.95355 -0.2 -0.6 -0.2 -0.50
O -4.74704 0.80842 0.71817 0.1 -0.1 -0.1 -0.27
S -1.95998 1.59879 1.49521 0.0 -0.3 -0.2 0.39
```
Forces are in eV/Å.


# 4
This record from the Open Molecules 2025 dataset describes a structure of composition C16H11AlCaClN2NaO10P at a distorted geometry. The level of theory is ωB97M-V/def2-TZVPD.

Output
* E: -3361.56358 Ha
* Kohn-Sham gap: 1.9593 eV
* HOMO energy: -9.0976 eV
* net charge: +1
* multiplicity: 1

Structure (XYZ):
```
44
Properties=species:S:1:pos:R:3:forces:R:3:lowdin_charge:R:1
N -2.31409 2.10164 -1.95717 0.4 0.2 0.0 0.03
C -1.94261 2.57719 -3.28020 0.1 -0.6 0.3 -0.31
C -0.48799 2.18686 -3.71284 -0.9 0.0 0.1 -0.16
C -0.00326 1.02895 -2.89313 0.0 0.8 -0.9 -0.17
C -0.05425 -0.28387 -3.31951 0.0 0.2 0.2 -0.50
Cl -0.64453 -0.69039 -4.93724 0.5 -0.2 0.1 0.56
C 0.36631 -1.34900 -2.55043 -0.2 -1.1 -0.7 -0.08
C 0.85362 -1.15383 -1.29149 0.1 0.1 0.8 0.01
C 0.92724 0.14894 -0.85334 -0.1 0.2 0.8 -0.07
C 0.52583 1.21128 -1.63099 -0.3 0.3 0.4 -0.03
C 0.76500 2.48289 -0.82273 0.4 -0.7 -1.4 -0.34
O 0.27925 3.54799 -0.96456 0.1 0.2 0.2 0.21
N 1.76522 2.08104 0.16403 -0.2 -0.1 0.9 0.16
C 1.40667 0.73739 0.44403 -0.1 0.5 -1.4 -0.31
O 1.44837 0.22663 1.53810 -0.6 0.6 -1.1 0.02
H -2.67931 1.16174 -1.95309 -0.2 0.1 0.1 0.07
H -2.91524 2.74055 -1.46221 -0.1 -0.1 0.0 0.09
H -2.06335 3.65571 -3.29361 0.0 0.1 -0.2 0.12
H -2.62577 2.09668 -4.01468 -0.1 0.4 -0.2 -0.05
H 0.18558 3.03683 -3.68080 0.2 -0.1 0.3 0.10
H -0.53905 1.88158 -4.76141 0.2 0.0 -0.1 0.03
H 0.28992 -2.34582 -2.96046 0.1 -0.1 0.0 0.11
H 1.18018 -1.96767 -0.66256 0.0 -0.2 -0.1 0.12
H 2.60178 1.95561 -0.45106 0.5 1.1 0.2 0.13
O 3.23240 5.03619 -2.92523 0.8 -0.2 0.1 -0.12
P 3.59079 3.57321 -3.18786 -0.3 -0.6 1.0 -0.09
O 2.44044 2.92784 -3.93948 -0.2 -0.5 -0.5 -0.21
O 3.78276 2.79899 -1.87124 -0.5 0.3 0.0 -0.24
O 4.86349 3.50816 -4.01738 -0.3 0.5 -0.2 -0.11
Ca -3.14370 -0.12996 -5.92575 -0.4 -0.3 -0.1 0.76
Na 2.44552 -0.92617 2.66970 0.8 -1.3 1.7 0.79
C -0.79834 -3.84448 7.63861 0.2 0.3 0.2 0.27
C -1.73742 -4.82150 7.13868 -0.4 -0.4 -0.6 -0.32
C -1.82704 -4.90532 5.62673 0.2 0.2 -0.4 -0.34
O -2.51188 -5.71674 5.05316 -0.1 -0.1 0.2 0.17
C -1.04665 -3.94028 4.86410 -0.2 -0.1 0.0 0.21
C -0.12711 -2.96594 5.35965 0.2 0.2 0.5 -0.35
C 0.04881 -2.94995 6.85986 -0.1 -0.2 0.2 -0.33
O 0.84243 -2.23389 7.42523 0.1 0.1 -0.2 0.17
O 0.50702 -2.17568 4.67981 0.1 -0.1 -0.6 0.10
O -2.41307 -5.53851 7.83492 0.2 0.2 0.3 0.20
H -0.67589 -3.74105 8.71382 -0.1 -0.1 0.0 0.16
H -1.20699 -4.00403 3.79246 0.1 0.1 0.0 0.14
Al -2.59107 2.98021 -6.48244 0.1 0.4 0.0 0.41
```
Forces are in eV/Å.


# 5
This record from the Open Molecules 2025 dataset describes a structure of composition C16H11Co2NO8S at a distorted geometry. The level of theory is ωB97M-V/def2-TZVPD.

Output
* ΔE to the lowest compared entry with this formula, charge and spin: 3.320 eV
* E: -4436.52492 Ha
* Kohn-Sham gap: 4.0876 eV
* HOMO energy: 0.3255 eV
* net charge: -2
* multiplicity: 1

Structure (XYZ):
```
39
Properties=species:S:1:pos:R:3:forces:R:3:lowdin_charge:R:1
O 1.99075 0.14013 4.01833 0.3 -0.9 0.7 0.04
C 1.75213 -0.09888 2.91214 -0.6 2.6 1.3 -0.24
Co 1.39541 -0.35039 1.27755 0.8 0.6 -1.1 0.21
C 3.13612 -0.27511 0.89003 0.3 0.9 -0.5 -0.23
O 4.20580 -0.01265 0.52929 -0.8 -0.2 0.5 0.08
C 1.11558 -2.17285 0.96717 -2.1 2.5 1.5 -0.55
O 0.17473 -2.88477 1.28550 1.0 -1.3 -0.7 -0.02
C -0.48950 0.39894 0.62738 2.2 -0.4 2.4 -0.27
C -1.17804 0.93295 1.79211 0.3 0.9 -0.3 -0.23
C -1.74023 0.07086 2.76439 -0.2 0.5 0.1 -0.05
C -2.27415 0.59467 3.94494 0.3 -0.2 -0.5 -0.12
C -2.27022 1.97117 4.19033 -0.3 0.3 -0.3 -0.16
C -1.81738 2.83782 3.18486 0.3 -0.4 -0.1 -0.13
C -1.25366 2.33756 2.00426 -0.3 -0.3 0.5 -0.04
C 0.34488 0.66037 -0.43602 0.4 1.7 1.0 -0.39
C 1.48687 1.11116 -1.02713 -0.6 0.9 0.9 -0.04
Co -0.98201 -0.47307 -0.92436 -2.0 -2.3 -3.6 0.02
C -2.17787 -1.61282 -0.29240 -0.3 0.1 0.4 -0.18
O -2.99492 -2.29771 0.15257 0.3 0.1 -0.2 0.05
C 0.12208 -1.45863 -1.90056 -0.3 -0.8 -0.4 -0.18
O 0.72026 -2.11748 -2.64458 -0.1 0.4 0.3 0.05
C -1.83384 0.47826 -2.16418 -0.3 0.1 0.6 -0.18
O -2.42083 1.02643 -2.99477 0.0 0.1 -0.4 0.03
H -1.68264 -1.00779 2.59783 0.0 0.3 0.0 0.11
H -2.67916 -0.09148 4.68864 0.1 0.1 -0.1 0.08
H -2.64671 2.36460 5.14097 0.1 -0.1 -0.4 0.07
H -1.89187 3.91539 3.32331 0.1 -0.1 0.1 0.08
H -0.82042 3.01517 1.25365 -0.3 -0.4 0.3 0.11
H 1.51997 1.18685 -2.11890 0.4 -0.7 0.3 0.05
H 2.17920 1.72987 -0.44989 -0.2 0.1 -0.3 0.03
C 3.05901 -4.83325 1.09198 0.4 -0.4 0.1 -0.15
S 3.60165 -3.18239 0.68476 -2.8 2.5 -0.8 0.63
N 2.09404 -2.43867 0.00891 3.0 -4.2 -0.9 -0.09
O 3.93228 -2.49608 1.91289 0.2 -1.1 -0.5 -0.32
O 4.47372 -3.12520 -0.45481 0.5 -0.9 0.4 -0.32
H 3.63104 -5.16695 1.95906 0.1 0.0 0.0 0.06
H 1.99531 -4.83023 1.33264 0.1 0.3 0.0 0.05
H 3.24976 -5.48061 0.24068 0.0 0.0 -0.1 0.06
H 1.77137 -3.19214 -0.61142 0.0 -0.4 -0.5 0.08
```
Forces are in eV/Å.


# 6
This record from the Open Molecules 2025 dataset describes a structure of composition C16H11CoF3N2O5S2. The level of theory is ωB97M-V/def2-TZVPD.

Output
* E: -3580.61037 Ha
* Kohn-Sham gap (alpha / beta): 7.0915 / 7.0923 eV
* HOMO energy (alpha / beta): -12.2554 / -12.2554 eV
* net charge: +1
* multiplicity: 1

Structure (XYZ):
```
40
Properties=species:S:1:pos:R:3:forces:R:3:lowdin_charge:R:1
Co -0.22976 -0.41309 -0.60839 -0.1 -0.1 0.1 0.41
O 3.14439 -0.07895 0.83573 0.0 -0.1 0.1 0.10
C 2.01881 -0.50519 0.67818 -0.1 -0.1 0.0 -0.57
O 1.53190 -0.89761 -0.46667 0.0 0.3 -0.2 -0.08
C 0.99744 -0.54916 1.78165 0.0 0.0 -0.1 -0.16
C 1.35858 -0.64754 3.12104 0.0 0.0 0.0 0.04
C 0.35400 -0.67272 4.04689 0.0 0.0 0.0 0.04
C -0.98582 -0.56274 3.63132 0.0 0.0 0.1 -0.13
C -2.03666 -0.54711 4.58079 0.0 0.0 0.0 -0.01
C -3.32959 -0.40539 4.17820 0.0 0.0 0.0 -0.04
C -3.61909 -0.27239 2.80436 0.0 0.0 0.0 -0.03
C -2.63309 -0.29180 1.85862 0.0 0.0 -0.1 0.01
C -1.28565 -0.44644 2.24819 0.1 0.0 0.0 -0.14
N -0.25138 -0.47296 1.33594 0.0 -0.1 0.1 0.08
H 2.40550 -0.70172 3.38102 0.0 0.0 0.0 0.14
H 0.57298 -0.76043 5.10378 0.0 0.0 0.0 0.13
H -1.78585 -0.64454 5.62924 0.0 0.0 0.0 0.12
H -4.13197 -0.38762 4.90262 0.0 0.0 0.0 0.12
H -4.64717 -0.15197 2.48964 0.0 0.0 0.0 0.12
H -2.88925 -0.18790 0.81838 0.0 0.0 0.0 0.09
S 0.23934 1.71721 -0.58898 0.0 0.1 0.1 0.93
C 1.47360 1.79900 -1.84412 0.0 0.1 0.0 -0.56
N 2.74913 1.47999 -1.53786 -0.1 0.0 -0.1 0.11
C 3.76048 1.57753 -2.40598 0.0 0.0 0.0 0.00
C 3.53295 2.04478 -3.68124 0.0 0.0 0.0 0.00
C 2.23645 2.38776 -4.03852 0.0 0.0 0.0 0.01
C 1.20399 2.26262 -3.11905 0.0 0.0 0.0 -0.04
H 2.94713 1.07035 -0.61548 0.1 0.0 0.0 0.11
H 4.73117 1.27550 -2.04040 0.0 0.0 0.0 0.15
H 4.35586 2.13258 -4.37437 0.0 0.0 0.0 0.13
H 2.02439 2.74631 -5.03696 0.0 0.0 0.0 0.13
H 0.18547 2.51195 -3.37520 0.0 0.0 0.0 0.13
F -1.00541 -2.92821 -1.46288 0.0 0.1 -0.1 0.13
C -1.75975 -2.56940 -2.52343 0.0 0.0 0.0 -0.66
F -1.18474 -3.00069 -3.62733 0.0 0.0 0.0 0.19
F -2.96301 -3.08729 -2.39936 0.0 0.0 0.1 0.19
S -1.82898 -0.72491 -2.51400 -0.1 -0.3 0.3 0.64
O -0.38260 -0.38379 -2.60894 0.1 -0.2 0.1 -0.31
O -2.74886 -0.27738 -3.48293 0.2 0.1 -0.1 -0.17
O -2.12496 -0.43666 -1.07346 -0.1 0.1 -0.2 -0.34
```
Forces are in eV/Å.